No. 1
Molecular formula: C26H31Cl3N4O6S2Tl
Method: DFT, the ωB97M-V functional and the def2-TZVPD basis

```
73
Properties=species:S:1:pos:R:3
Tl 0.446 -0.174 -0.473
N -1.539 1.872 -0.924
C -2.292 1.943 -2.162
C -1.357 1.848 -3.363
C -1.056 0.345 -3.731
O -1.482 -0.032 -4.820
O -0.422 -0.310 -2.884
H -2.144 1.840 -0.114
H -0.893 2.650 -0.848
H -2.887 2.877 -2.234
H -3.001 1.108 -2.180
H -0.404 2.326 -3.132
H -1.807 2.324 -4.235
Cl 1.568 -2.502 1.618
C 1.538 -2.222 3.403
Cl 0.612 -0.776 3.814
H 2.554 -2.070 3.758
H 1.061 -3.069 3.889
C 2.489 3.219 1.414
S 3.451 2.177 0.228
C 3.565 0.727 1.355
O 2.516 1.853 -0.851
H 3.126 3.435 2.264
H 1.589 2.692 1.719
H 2.219 4.134 0.898
H 4.330 0.954 2.090
H 3.836 -0.146 0.770
H 2.612 0.555 1.841
S -0.763 2.090 2.600
C -1.416 3.556 3.018
N -2.784 3.648 3.191
C -3.415 4.790 3.565
C -2.703 5.924 3.794
C -1.298 5.896 3.618
C -0.678 4.742 3.232
H -3.309 2.800 3.029
H -4.489 4.739 3.659
H -3.199 6.833 4.090
H -0.722 6.788 3.804
H 0.387 4.694 3.077
C 1.377 -5.136 -5.679
C 2.037 -5.674 -4.448
C 2.135 -7.038 -4.227
C 2.791 -7.515 -3.107
Cl 2.924 -9.230 -2.877
C 3.349 -6.655 -2.181
C 3.235 -5.292 -2.382
C 2.594 -4.794 -3.510
O 2.537 -3.447 -3.731
C 1.365 -2.831 -3.194
C 1.376 -2.643 -1.655
O 2.411 -2.217 -1.112
O 0.295 -2.884 -1.074
H 1.307 -5.900 -6.450
H 1.944 -4.286 -6.054
H 0.375 -4.781 -5.443
H 1.695 -7.724 -4.933
H 3.856 -7.040 -1.312
H 3.639 -4.587 -1.672
H 0.460 -3.380 -3.475
H 1.315 -1.825 -3.619
N -6.502 -3.789 1.965
C -5.547 -3.232 1.662
C -4.356 -2.548 1.318
C -3.879 -1.523 2.140
C -2.693 -0.907 1.777
N -2.004 -1.240 0.699
C -2.461 -2.195 -0.095
C -3.641 -2.880 0.167
H -4.421 -1.236 3.030
H -2.266 -0.122 2.388
H -1.836 -2.431 -0.944
H -3.996 -3.657 -0.492
```

Computed properties:
- HOMO level: -4.846 eV
- Total charge: -1
- Spin multiplicity: 1

=====

No. 2
Molecular formula: C6H9N3O3S
Method: DFT, the ωB97M-V functional and the def2-TZVPD basis

```
22
Properties=species:S:1:pos:R:3
C 0.133 0.769 -0.198
C 1.767 1.273 1.457
C -1.646 -0.055 -2.262
C -0.878 -1.444 -0.216
C 2.558 2.473 1.842
C -2.070 -2.131 0.381
N -0.160 -0.358 0.285
N 0.881 1.644 0.470
N -0.005 -2.252 -1.191
O -0.625 -3.192 -1.690
O 1.714 0.216 1.994
O 1.142 -1.923 -1.334
S -0.836 1.328 -1.747
H -1.377 -0.557 -3.188
H -2.661 -0.012 -2.054
H 2.833 3.094 1.006
H 3.454 2.111 2.406
H 1.963 3.173 2.567
H -1.773 -2.415 1.336
H -2.522 -2.931 -0.198
H -2.824 -1.320 0.377
H 0.933 2.511 -0.044
```

Computed properties:
- HOMO level (spin up / spin down): -6.715 / -9.563 eV
- Spin multiplicity: 3

=====

No. 3
Molecular formula: CH2F2N2
Method: DFT, the ωB97M-V functional and the def2-TZVPD basis

```
7
Properties=species:S:1:pos:R:3
C 0.701 0.174 -0.077
N 0.090 -0.876 -0.339
N 2.314 -0.079 0.588
F 2.846 1.132 0.063
F 2.823 -0.976 -0.254
H 0.696 1.255 0.035
H -0.937 -0.897 -0.544
```

Computed properties:
- HOMO level (spin up / spin down): -5.908 / -11.100 eV
- Spin multiplicity: 3

=====

No. 4
Molecular formula: C8H6N2O2
Method: DFT, the ωB97M-V functional and the def2-TZVPD basis

```
18
Properties=species:S:1:pos:R:3
C 2.121 0.547 -0.026
C 0.968 1.230 0.177
C -0.332 0.584 0.129
C -1.552 1.223 -0.010
C -2.767 0.485 -0.025
C -2.692 -0.867 -0.081
C -0.403 -0.818 0.043
C 2.030 -0.908 0.019
H 3.894 0.333 -0.071
H 1.080 2.299 0.315
H -1.598 2.324 -0.188
H -3.703 1.086 -0.099
H -3.562 -1.459 -0.202
H 0.820 -2.555 0.184
N -1.512 -1.532 -0.030
N 0.813 -1.512 0.040
O 3.293 1.071 -0.174
O 3.102 -1.530 0.002
```

Computed properties:
- SMILES: O=c1[nH]c2ncccc2cc1O
- HOMO level: -8.628 eV
- Spin multiplicity: 1

=====

No. 5
Molecular formula: C4H6N4O
Method: DFT, the ωB97M-V functional and the def2-TZVPD basis

```
15
Properties=species:S:1:pos:R:3
C -0.481 -0.336 0.693
C -0.334 -0.014 -1.635
C 0.479 1.360 -0.024
N 0.282 -0.464 1.926
O 0.188 1.490 -1.260
N -1.425 -0.176 -2.201
N 1.153 1.811 0.876
C 0.826 -0.829 -1.810
N 1.732 -1.536 -1.860
H -2.145 0.530 -2.110
H 1.144 1.183 1.721
H 1.029 -1.143 1.824
H -0.296 -0.736 2.714
H -0.722 -1.307 0.256
H -1.430 0.166 0.889
```

Computed properties:
- HOMO level: -8.961 eV
- Spin multiplicity: 1

=====

No. 6
Molecular formula: C13H11ClO2
Method: DFT, the ωB97M-V functional and the def2-TZVPD basis

```
27
Properties=species:S:1:pos:R:3
O 1.347 1.942 2.911
C 0.960 1.343 1.935
C 1.521 0.023 1.531
C 0.764 -0.860 0.872
C 1.221 -2.209 0.407
C 1.278 -2.274 -1.145
C 0.163 -3.126 -1.720
Cl 0.112 -2.976 -3.508
C -0.661 -0.491 0.556
O -1.521 -1.337 0.457
C -0.927 0.963 0.363
C -1.937 1.406 -0.480
C -2.120 2.771 -0.657
C -1.317 3.680 0.026
C -0.324 3.239 0.890
C -0.119 1.875 1.047
H 2.543 -0.197 1.816
H 0.509 -2.955 0.766
H 2.206 -2.422 0.819
H 2.250 -2.646 -1.471
H 1.190 -1.266 -1.562
H -0.806 -2.790 -1.360
H 0.294 -4.183 -1.500
H -2.560 0.683 -0.992
H -2.894 3.128 -1.324
H -1.468 4.742 -0.120
H 0.295 3.936 1.442
```

Computed properties:
- SMILES: O=C1C=C(CCCCl)C(=O)c2ccccc21
- HOMO level: -9.935 eV
- Spin multiplicity: 1

=====

No. 7
Molecular formula: C5H9FO2Si
Method: DFT, the ωB97M-V functional and the def2-TZVPD basis

```
18
Properties=species:S:1:pos:R:3
C -1.156 -1.730 -1.625
C -1.340 -0.609 -2.328
C -0.609 0.630 -2.047
C -0.039 -0.801 1.754
C 1.265 2.003 1.590
O -0.452 1.622 -2.696
O 0.044 0.459 -0.773
F 2.218 -0.492 0.241
Si 0.962 0.367 0.658
H -1.507 -2.634 -1.980
H -0.415 -1.712 -0.738
H -1.989 -0.578 -3.266
H 0.494 -1.328 2.565
H -1.028 -0.465 2.154
H -0.457 -1.600 1.013
H 0.412 2.686 1.500
H 1.412 1.845 2.785
H 2.186 2.337 1.194
```

Computed properties:
- SMILES: C=CC(=O)O[Si](C)(C)F
- HOMO level: -10.491 eV
- Spin multiplicity: 1

=====

No. 8
Molecular formula: C32H47Cl2N5PbSbSi
Method: DFT, the ωB97M-V functional and the def2-TZVPD basis

```
89
Properties=species:S:1:pos:R:3
Pb 0.016 0.548 -1.107
C -1.356 -2.271 -2.313
C -2.448 -1.380 -1.770
C -3.649 -1.937 -1.481
C -4.685 -1.090 -0.944
C -4.507 0.226 -0.833
C -3.240 0.896 -1.336
N -2.155 -0.048 -1.637
Sb -0.697 4.529 -1.576
C -0.200 3.266 -3.255
C -0.305 3.909 -4.487
C 0.052 3.238 -5.644
C 0.517 1.940 -5.545
C 0.571 1.330 -4.302
C 1.041 -0.090 -4.173
N 0.200 1.979 -3.183
C 0.901 3.974 -0.257
C 1.377 5.001 0.559
C 2.379 4.729 1.474
C 2.901 3.449 1.528
C 2.396 2.468 0.684
C 2.980 1.086 0.695
N 1.390 2.724 -0.172
H -1.431 -2.333 -3.401
H -1.452 -3.280 -1.914
H -0.345 -1.929 -2.079
H -3.807 -2.996 -1.620
H -5.624 -1.529 -0.627
H -5.291 0.867 -0.444
H -0.646 4.935 -4.532
H -0.020 3.724 -6.609
H 0.825 1.388 -6.422
H 1.301 -0.494 -5.149
H 0.258 -0.726 -3.754
H 1.921 -0.157 -3.528
H 0.968 5.999 0.469
H 2.763 5.508 2.121
H 3.704 3.202 2.210
H 3.859 1.046 1.336
H 3.276 0.785 -0.311
H 2.263 0.341 1.070
Cl 3.394 -1.715 -1.625
C 3.886 -2.869 -2.894
Cl 5.468 -2.494 -3.557
H 3.158 -2.819 -3.694
H 3.918 -3.855 -2.449
C -1.330 -1.600 1.633
Si 0.393 -1.782 2.297
C 0.637 -0.895 3.949
C 2.065 -1.010 4.490
C 0.303 0.588 3.735
C -0.356 -1.482 4.967
C 1.053 -3.521 1.978
C 2.561 -3.648 2.224
C 0.294 -4.513 2.873
C 0.758 -3.852 0.505
H -2.042 -2.296 2.090
H -1.336 -1.811 0.561
H -1.717 -0.588 1.769
H 2.811 -0.673 3.765
H 2.314 -2.030 4.779
H 2.164 -0.386 5.383
H 0.990 1.063 3.027
H 0.386 1.122 4.688
H -0.716 0.729 3.370
H -0.174 -2.542 5.156
H -1.393 -1.369 4.642
H -0.250 -0.956 5.921
H 2.818 -3.534 3.276
H 3.135 -2.914 1.653
H 2.895 -4.643 1.914
H 0.477 -4.335 3.935
H 0.631 -5.531 2.650
H -0.785 -4.481 2.704
H 1.245 -3.151 -0.179
H -0.313 -3.846 0.292
H 1.132 -4.855 0.277
C -3.573 1.736 -2.577
C -2.731 1.808 -0.231
N -1.519 1.760 0.289
C -1.470 2.698 1.308
C -2.680 3.295 1.411
N -3.464 2.720 0.429
H -2.676 2.205 -2.986
H -4.311 2.512 -2.353
H -3.995 1.072 -3.332
H -0.578 2.872 1.884
H -3.053 4.051 2.079
H -4.427 2.939 0.236
```

Computed properties:
- HOMO level (spin up / spin down): -8.540 / -9.043 eV
- Total charge: +1
- Spin multiplicity: 1

=====

Respective energy above the lowest of the compared OMol25 structures with the same formula, charge and spin values: 49.8 61.3 127.3 3.8 107.0 0.0 5.7 4.4 kcal per mole.